[1]
Molecular formula: C24H24N2O5S
Method: DFT, ωB97M-V with the def2-TZVPD basis set

Element x y z (Å)
C 7.03516 0.55991 -1.26866
H 6.59025 -0.40318 -1.50445
H 6.69853 1.28891 -1.99962
C 6.63922 0.95726 0.15102
N 5.21188 0.96541 0.40075
S 4.41124 -0.48558 0.23735
O 5.35038 -1.53112 0.51165
O 3.65380 -0.56117 -0.98446
C 3.24460 -0.37604 1.59678
C 1.89348 -0.43832 1.32537
C 0.97801 -0.36028 2.37279
C 1.46406 -0.22979 3.67398
C 2.82207 -0.17520 3.93301
C 3.72612 -0.24797 2.88538
H 4.79169 -0.21519 3.04532
H 3.17467 -0.07909 4.94846
H 0.74239 -0.17788 4.47585
C -0.51388 -0.41984 2.21751
O -1.24334 -0.45286 3.18937
N -0.94783 -0.42275 0.93143
C -2.25025 -0.49713 0.44153
C -3.37026 -0.56175 1.25401
C -4.60404 -0.63745 0.63151
C -4.73568 -0.64910 -0.76750
C -3.60570 -0.58261 -1.57922
C -2.36886 -0.50642 -0.97435
O -1.17185 -0.43518 -1.64578
C -1.18749 -0.48320 -3.05180
H -0.14275 -0.44308 -3.35624
H -1.63615 -1.41271 -3.41489
H -1.72349 0.37194 -3.47521
H -3.71639 -0.59236 -2.65087
C -6.14723 -0.73657 -1.01706
C -6.94448 -0.78979 -2.15361
C -8.31297 -0.87370 -1.99089
C -8.88871 -0.90464 -0.72301
C -8.11556 -0.85288 0.42313
C -6.74441 -0.76901 0.26071
O -5.81359 -0.70889 1.25048
H -8.55485 -0.87700 1.40728
H -9.96242 -0.97068 -0.63252
H -8.95212 -0.91603 -2.86016
H -6.50066 -0.76559 -3.13717
H -3.27322 -0.55543 2.32539
H -0.26221 -0.38611 0.18955
H 1.61845 -0.55749 0.28797
C 4.41918 2.14161 0.12818
C 4.21592 2.47953 -1.34770
H 3.88366 1.59138 -1.87788
H 3.45860 3.25428 -1.44125
H 5.13546 2.84446 -1.79680
H 3.44534 1.95196 0.58985
H 4.88192 2.98573 0.65084
H 7.02607 1.94854 0.40282
H 7.06102 0.22661 0.84601
H 8.11724 0.47357 -1.33421

HOMO energy ... -7.80 eV
SMILES ... CCN(CC)S(=O)(=O)c1cccc(C(=O)Nc2cc3oc4ccccc4c3cc2OC)c1
Energy relative to the best compared isomer or geometry (same formula, charge and spin) ... 8.6 kcal/mol
Energy ... -1812.869458 Ha

Partial charges, Mulliken, in e:
1 C -0.974
2 H 0.330
3 H 0.228
4 C -0.589
5 N 0.159
6 S 1.351
7 O -0.714
8 O -0.664
9 C -0.897
10 C -0.037
11 C 0.536
12 C -0.593
13 C -0.963
14 C -0.310
15 H 0.476
16 H 0.410
17 H 0.473
18 C 0.580
19 O -0.725
20 N 0.064
21 C 0.121
22 C -0.898
23 C -0.403
24 C 0.599
25 C -0.377
26 C 0.758
27 O -0.443
28 C -0.916
29 H 0.240
30 H 0.359
31 H 0.333
32 H 0.551
33 C 0.446
34 C -0.352
35 C -0.786
36 C -0.366
37 C -1.103
38 C 0.315
39 O -0.482
40 H 0.444
41 H 0.382
42 H 0.387
43 H 0.458
44 H 0.632
45 H 0.209
46 H 0.656
47 C -0.480
48 C -1.208
49 H 0.323
50 H 0.421
51 H 0.293
52 H 0.248
53 H 0.391
54 H 0.409
55 H 0.300
56 H 0.398



[2]
Molecular formula: C24H24N2O7
Method: DFT, ωB97M-V with the def2-TZVPD basis set

Element x y z (Å)
O 0.15835 4.09450 2.93243
C -0.03338 3.26907 2.07276
N 0.97629 2.72158 1.28116
C 0.50834 1.78959 0.38122
O 1.17952 1.15103 -0.39578
C -0.95714 1.74615 0.59187
C -1.90101 0.98744 -0.05133
C -3.22945 1.09445 0.38543
C -3.56474 1.98650 1.40603
C -2.59991 2.76520 2.02947
C -1.28516 2.63060 1.62291
H -2.86744 3.44900 2.81936
H -4.59929 2.05265 1.70362
O -4.23220 0.37163 -0.18042
C -3.82888 -0.69534 -0.96330
C -4.19569 -0.72710 -2.30239
C -3.66998 -1.69189 -3.15503
C -2.76971 -2.59718 -2.63254
C -2.47325 -2.61110 -1.26782
C -3.00648 -1.68176 -0.40911
H -2.74934 -1.66990 0.63901
C -1.44705 -3.65686 -1.02302
O -0.98131 -4.03624 0.01994
N -1.14034 -4.15787 -2.27468
C -1.89798 -3.60108 -3.29266
O -1.82340 -3.90108 -4.45687
C -0.05416 -5.07606 -2.52754
H -0.34805 -5.70714 -3.37060
C 1.23770 -4.32779 -2.86688
H 1.03025 -3.64301 -3.69086
C 1.83001 -3.55413 -1.67706
H 2.88313 -3.81636 -1.56384
H 1.31758 -3.83398 -0.75672
C 1.76519 -2.03207 -1.81096
O 0.44766 -1.54298 -1.62570
H 0.53474 -0.61950 -1.34953
H 2.13280 -1.72879 -2.80318
H 2.42656 -1.59121 -1.05560
H 1.95847 -5.06525 -3.22289
H 0.07869 -5.68950 -1.63342
H -3.91755 -1.69947 -4.20471
H -4.85479 0.04020 -2.67809
H -1.61556 0.33259 -0.85913
C 2.36546 3.09128 1.44993
H 2.40924 4.18279 1.48120
C 2.94517 2.49806 2.73937
H 3.28114 1.47695 2.55051
C 4.10133 3.32114 3.30632
H 4.88824 3.43615 2.55907
H 4.51395 2.77678 4.15687
C 3.67543 4.71984 3.78925
O 2.58409 4.70667 4.66915
H 1.76952 4.54364 4.17029
H 3.47253 5.37335 2.92897
H 4.50597 5.16093 4.34809
H 2.15873 2.44925 3.49576
H 2.90714 2.73564 0.57164

HOMO energy ... -9.35 eV
SMILES ... O=C1c2ccc(Oc3ccc4c(c3)C(=O)N(CCCCO)C4=O)cc2C(=O)N1CCCCO
Energy relative to the best compared isomer or geometry (same formula, charge and spin) ... 0.0 kcal/mol
Energy ... -1565.236365 Ha

Partial charges, Mulliken, in e:
1 O -0.733
2 C 0.258
3 N 0.237
4 C 0.628
5 O -0.736
6 C -0.458
7 C 0.417
8 C 0.816
9 C -0.815
10 C -0.560
11 C -0.400
12 H 0.515
13 H 0.493
14 O -0.499
15 C 0.312
16 C -0.536
17 C -0.721
18 C 0.219
19 C 0.552
20 C -0.341
21 H 0.545
22 C -0.067
23 O -0.633
24 N 0.306
25 C 0.225
26 O -0.646
27 C -1.098
28 H 0.453
29 C -0.615
30 H 0.387
31 C -0.625
32 H 0.442
33 H 0.280
34 C -0.627
35 O -0.240
36 H 0.169
37 H 0.369
38 H 0.344
39 H 0.389
40 H 0.406
41 H 0.500
42 H 0.523
43 H 0.587
44 C -0.781
45 H 0.276
46 C -0.647
47 H 0.292
48 C -0.627
49 H 0.320
50 H 0.368
51 C -0.570
52 O -0.543
53 H 0.373
54 H 0.295
55 H 0.371
56 H 0.426
57 H 0.423



[3]
Molecular formula: C24H24N2O7S
Method: DFT, ωB97M-V with the def2-TZVPD basis set

Element x y z (Å)
C 1.26636 -8.04650 0.30640
C 1.13895 -7.74222 -1.18341
O 0.01222 -6.94030 -1.48030
C 0.03388 -5.61060 -1.21184
C 1.13343 -4.89144 -0.75073
C 1.03301 -3.52898 -0.53705
C -0.16420 -2.87166 -0.77065
C -1.27138 -3.58026 -1.22204
C -1.16689 -4.93438 -1.44608
H -2.01134 -5.50177 -1.80285
H -2.20650 -3.07294 -1.39775
N -0.24624 -1.47974 -0.51850
C -0.76017 -0.54146 -1.37840
S -1.37918 -0.80653 -2.87122
N -0.63040 0.69137 -0.79812
C -0.06853 0.56099 0.46284
C 0.23286 1.47288 1.40263
C -0.01148 2.91355 1.39200
C -0.83984 3.39258 2.41435
C -1.23107 4.71105 2.47742
C -0.77010 5.60358 1.52081
C 0.10390 5.17051 0.54983
C 0.50800 3.83642 0.47797
O 1.40943 3.60079 -0.52809
C 2.22395 2.46009 -0.58520
C 2.88277 2.01347 0.71428
O 3.34293 0.91233 0.85788
O 2.92053 2.98512 1.61878
C 3.51971 2.68310 2.87351
H 2.99457 3.27413 3.62074
H 3.42997 1.61581 3.08353
H 4.57510 2.95880 2.84883
H 3.03425 2.73594 -1.27240
H 1.70997 1.59245 -1.01707
H 0.50417 5.85043 -0.18498
H -1.07744 6.63713 1.54583
H -1.89315 5.04271 3.26274
H -1.20265 2.68228 3.14403
H 0.58452 1.04828 2.33650
C 0.18262 -0.88395 0.65771
O 0.63726 -1.44466 1.62255
C -1.23543 1.86928 -1.35378
C -2.32003 2.46222 -0.46582
O -2.69444 3.60007 -0.53757
O -2.81528 1.55237 0.37351
C -3.86157 1.98987 1.23120
H -4.78629 2.10542 0.66305
H -3.97572 1.21947 1.98939
H -3.59806 2.94814 1.68242
H -0.50407 2.65011 -1.57653
H -1.70087 1.56124 -2.30144
H 1.88715 -2.97604 -0.17848
H 2.07919 -5.37226 -0.55965
H 0.96228 -8.66861 -1.73717
H 2.05594 -7.28074 -1.56947
H 2.11429 -8.70478 0.47442
H 0.36278 -8.53664 0.65999
H 1.40766 -7.13387 0.88006

HOMO energy ... -8.32 eV
SMILES ... CCOc1ccc(N2C(=O)/C(=C/c3ccccc3OCC(=O)OC)N(CC(=O)OC)C2=S)cc1
Energy relative to the best compared isomer or geometry (same formula, charge and spin) ... 16.3 kcal/mol
Energy ... -1963.353132 Ha

Partial charges, Mulliken, in e:
1 C -1.031
2 C -0.424
3 O -0.465
4 C 0.848
5 C -0.157
6 C -0.963
7 C -0.099
8 C -0.275
9 C -0.822
10 H 0.412
11 H 0.520
12 N 0.417
13 C 0.096
14 S -0.336
15 N 0.300
16 C 0.544
17 C -1.129
18 C 1.279
19 C -1.099
20 C -0.633
21 C -0.563
22 C -0.673
23 C 0.519
24 O -0.476
25 C -0.297
26 C 0.604
27 O -0.597
28 O -0.237
29 C -0.814
30 H 0.268
31 H 0.398
32 H 0.280
33 H 0.463
34 H 0.155
35 H 0.491
36 H 0.417
37 H 0.455
38 H 0.529
39 H 0.571
40 C -0.136
41 O -0.650
42 C -0.865
43 C 0.609
44 O -0.609
45 O -0.186
46 C -0.742
47 H 0.259
48 H 0.269
49 H 0.341
50 H 0.040
51 H 0.739
52 H 0.448
53 H 0.354
54 H 0.313
55 H 0.334
56 H 0.350
57 H 0.301
58 H 0.351



[4]
Molecular formula: C24H24N3O6
Method: DFT, ωB97M-V with the def2-TZVPD basis set

Element x y z (Å)
C 1.37082 2.17142 -4.74540
O 2.18119 2.89821 -3.78496
C 2.17261 2.47696 -2.48789
C 3.13941 3.02431 -1.59576
C 3.31230 2.49323 -0.33926
C 2.53452 1.39547 0.10867
C 2.79557 0.69455 1.34418
C 2.30327 -0.57656 1.54175
C 1.93011 -1.02938 2.87315
O 2.31786 -0.53062 3.94062
N 1.02433 -2.08527 2.88597
C 0.25284 -2.30741 4.08617
C 0.72720 -2.89198 1.77085
O -0.17222 -3.72553 1.79665
N 1.57686 -2.71317 0.66243
C 1.52825 -3.69324 -0.40453
C 2.44407 -1.62461 0.52102
O 3.27121 -1.61273 -0.39275
C 1.47360 0.96480 -0.73973
C 1.28244 1.48506 -2.00132
H 1.60853 2.63896 -5.70033
H 1.63665 1.10447 -4.77190
H 0.29834 2.28225 -4.53136
H 3.75280 3.84990 -1.95711
H 4.09422 2.86874 0.32270
H 3.56166 1.03050 2.22357
H -0.03265 -3.35732 4.10547
H 0.87116 -2.02441 4.93843
H -0.64569 -1.67715 4.04893
H 1.52336 -3.17622 -1.36733
H 2.40947 -4.34572 -0.35392
H 0.62440 -4.28501 -0.27000
H 0.79712 0.17764 -0.39973
H 0.46842 1.10826 -2.63324
C 8.84906 1.03947 4.28156
C 8.06539 0.83558 3.14399
C 6.66982 0.89586 3.22793
C 6.05707 1.16952 4.46114
C 4.55569 1.30856 4.52734
C 3.96534 2.47949 3.71891
C 3.03880 3.32681 4.56640
O 1.69584 2.90251 4.23659
C 1.73674 2.12814 3.12248
O 0.72923 1.63904 2.62270
N 3.05048 2.04104 2.64494
C 6.84396 1.31893 5.61348
C 8.23725 1.26361 5.52252
H 9.93642 1.01358 4.20597
H 8.52702 0.62452 2.17831
H 6.04957 0.72583 2.34277
H 4.06753 0.38852 4.17527
H 4.24468 1.44007 5.57509
H 4.75727 3.10450 3.28625
H 3.15081 3.18239 5.64939
H 3.16352 4.38966 4.31831
H 6.34950 1.48916 6.57477
H 8.84113 1.39295 6.41894

HOMO energy ... -2.56 eV
Charge ... -1
Energy relative to the best compared isomer or geometry (same formula, charge and spin) ... 119.6 kcal/mol
Energy ... -1544.595140 Ha

Partial charges, Mulliken, in e:
1 C -0.811
2 O -0.467
3 C 0.842
4 C -0.756
5 C -0.228
6 C 0.443
7 C 0.107
8 C 0.655
9 C -0.056
10 O -0.802
11 N 0.006
12 C -1.186
13 C 0.686
14 O -0.726
15 N 0.096
16 C -1.127
17 C 0.107
18 O -0.747
19 C -0.334
20 C -0.453
21 H 0.243
22 H 0.352
23 H 0.295
24 H 0.375
25 H 0.352
26 H -0.560
27 H 0.384
28 H 0.331
29 H 0.294
30 H 0.309
31 H 0.288
32 H 0.381
33 H 0.401
34 H 0.269
35 C -0.427
36 C -0.600
37 C -0.209
38 C 0.333
39 C -0.779
40 C 0.235
41 C -0.798
42 O -0.399
43 C 0.198
44 O -0.572
45 N 0.433
46 C -0.526
47 C -0.502
48 H 0.343
49 H 0.380
50 H 0.505
51 H 0.141
52 H 0.565
53 H 0.377
54 H 0.403
55 H 0.255
56 H 0.320
57 H 0.360